No. 1
17
Properties=species:S:1:pos:R:3 method="wB97M-V/def2-TZVPD" e_lumo_ev=0.760 homo_lumo_gap_ev=9.57 smiles="NC(=O)O.C=COC" e_above_lowest_kj_mol=119.02 total_charge=0 spin_multiplicity=1
C 0.207 -1.830 -1.104
H -0.226 -2.078 -2.077
H 0.487 -2.745 -0.583
O -0.738 -1.180 -0.280
C -0.880 0.676 -1.821
C -1.182 0.032 -0.707
C 0.857 0.960 1.438
H 0.985 2.860 1.474
H -1.875 0.436 0.021
O 1.350 0.858 0.344
O 0.653 2.152 2.043
H 0.348 -0.957 1.777
H -0.056 0.140 3.054
N 0.487 -0.067 2.232
H -1.311 1.640 -2.015
H 1.088 -1.192 -1.241
H -0.195 0.295 -2.554

---

No. 2
17
Properties=species:S:1:pos:R:3 method="wB97M-V/def2-TZVPD" e_lumo_ev=0.709 homo_lumo_gap_ev=10.51 smiles="CC(=O)CNC(O)O" e_above_lowest_kj_mol=174.83 total_charge=0 spin_multiplicity=1
H 0.890 0.772 -0.134
C -1.194 0.716 -0.647
O 2.215 -1.062 0.013
O -1.951 -0.185 -0.914
H -0.352 2.244 -1.878
C -0.060 0.534 0.353
C -1.260 2.072 -1.299
H 0.717 -2.288 -0.561
N 0.012 -0.808 0.914
H 2.664 -0.844 0.842
H 0.639 -1.826 2.052
H -1.325 2.852 -0.540
H -2.120 2.130 -1.962
O 1.183 -2.568 1.431
C 1.052 -1.757 0.340
H -0.905 -1.242 0.827
H -0.202 1.261 1.161

---

No. 3
17
Properties=species:S:1:pos:R:3 method="wB97M-V/def2-TZVPD" e_lumo_ev=0.667 homo_lumo_gap_ev=10.14 smiles="CCN[C@H](O)C(=O)O" e_above_lowest_kj_mol=131.65 total_charge=0 spin_multiplicity=1
H -1.349 1.579 -1.391
C -1.536 0.065 0.175
H 1.086 -0.163 1.615
N 0.267 0.297 -1.232
C 1.678 -0.546 0.785
H -0.332 1.757 1.164
O -1.580 0.108 1.386
H 1.084 0.869 -1.428
H -2.817 -1.313 -0.106
O -0.254 2.109 0.260
H 1.367 -1.470 -1.148
H 0.043 -1.673 -0.082
H 2.240 -1.412 1.130
C 0.789 -0.936 -0.391
H 2.391 0.225 0.495
O -2.360 -0.623 -0.616
C -0.718 1.127 -0.617